(1)
DFT (ωB97M-V with the def2-TZVPD basis set) results for a cluster of 2 separate species, C4H6NS in total.

XYZ file:
```
12
Properties=species:S:1:pos:R:3:forces:R:3:lowdin_charge:R:1
C -0.519348 0.674438 1.563145 -3.4 2.7 -3.3 -0.76
C 0.891534 -0.780781 0.203632 -2.7 1.1 1.2 0.06
C -1.488855 1.526888 -0.357379 2.1 -3.0 1.0 0.13
C 1.508222 -1.583975 -0.761008 2.6 -0.7 1.9 0.04
N 0.142677 -0.208684 0.882658 3.2 -2.0 -1.1 0.11
S -0.904883 1.035629 2.993725 0.0 0.2 2.0 0.93
H -2.320195 2.157696 -0.215548 -0.7 0.7 0.7 0.01
H -1.768489 0.514893 -0.803097 0.6 1.5 0.6 0.06
H -0.544435 1.989023 -0.672620 -0.6 -0.2 -0.1 0.03
H 2.525116 -1.814504 -0.280334 -1.2 -0.2 -1.2 0.16
H 1.592744 -1.068648 -1.664641 0.4 0.8 -1.6 0.10
H 0.885913 -2.441974 -0.888533 -0.2 -1.0 0.0 0.12
```
Forces are in eV/Å.

Calculated values
- LUMO (eV) = -6.0
- E_HOMO (eV) = -12.65
- orbital gap (eV) = 6.693
- multiplicity = 1
- largest force on an atom (eV/Å) = 5.50
- total charge = +1
- electronic energy (eV) = -16558.473

***

(2)
DFT (ωB97M-V with the def2-TZVPD basis set) results for the ion C24H47ClN5O3 with charge +1.

XYZ file:
```
80
Properties=species:S:1:pos:R:3:forces:R:3:lowdin_charge:R:1
C 1.052310 1.534599 5.233902 0.1 0.2 -0.4 -0.09
C -0.181880 2.014107 4.478954 0.3 -0.2 0.1 -0.25
C -1.124190 0.894064 4.135175 0.1 -0.1 0.1 -0.20
C -0.459187 -0.182413 3.293640 -0.2 -0.1 -0.1 -0.17
N -1.322451 -0.704970 2.221847 -0.1 0.3 -0.5 0.09
C -1.410567 -0.058448 1.024216 1.0 -0.1 -0.4 -0.29
N -2.528933 0.469343 0.543199 -0.4 -0.2 0.5 0.19
C -2.256908 0.928729 -0.665143 1.1 0.0 -0.7 -0.34
N -3.170816 1.535569 -1.466392 0.6 -0.1 0.6 -0.39
Cl -4.697351 1.734511 -0.776329 -0.3 -0.1 0.2 0.84
C -2.957511 2.010451 -2.833535 -0.2 -0.4 0.3 -0.18
C -4.104249 2.753267 -3.434734 0.0 0.5 0.0 -0.25
O -4.371522 3.966876 -2.810646 -0.6 0.0 0.3 -0.15
C -3.482025 5.028295 -3.104504 0.0 -0.2 0.1 -0.24
C -2.618037 5.397815 -1.920332 -0.2 -0.2 -0.1 -0.05
N -0.935134 0.705676 -0.960633 -0.2 0.1 -0.1 0.08
C -0.065152 0.992386 -2.097972 -0.2 0.3 -0.2 -0.30
C 0.170247 2.482553 -2.276565 0.1 -0.2 -0.2 -0.01
C -0.402540 0.226042 -3.370306 -0.1 -0.1 0.1 -0.19
C -1.123771 -1.070995 -3.152064 -0.2 0.0 0.2 -0.07
N -0.378319 0.043121 0.137617 -1.7 0.3 0.9 0.08
C 1.000096 -0.431584 0.203073 -0.5 0.0 -0.5 -0.11
C 2.024401 0.643122 0.370481 0.3 0.1 0.5 -0.17
C 3.432356 0.230696 -0.030092 -0.2 -0.3 0.0 -0.17
C 3.957510 -1.157045 0.357006 -0.2 0.0 -0.4 -0.18
C 3.914251 -2.251712 -0.721336 -0.3 0.1 0.3 -0.19
C 3.164746 -3.546628 -0.436738 0.2 0.2 0.5 -0.18
C 3.478489 -4.193625 0.913949 0.0 0.0 -0.3 -0.16
C 2.361432 -4.390092 1.887842 -0.2 -0.2 -0.1 -0.17
O 1.232221 -4.901115 1.172960 0.1 0.4 0.1 -0.01
C 0.111409 -5.081406 1.872714 0.2 -0.1 3.0 -0.52
C -1.006022 -5.338438 0.951189 -0.6 -0.4 0.3 0.02
O 0.041800 -5.050793 3.115907 0.3 0.2 -3.1 0.08
H 1.153210 2.030902 6.174569 0.0 0.2 0.7 0.07
H 1.948962 1.758187 4.688172 0.6 0.1 -0.3 0.07
H 1.055455 0.473463 5.396057 -0.1 -0.6 0.2 0.07
H -0.697350 2.745308 5.069515 -0.4 0.5 0.2 0.10
H 0.121667 2.487761 3.561686 0.1 0.4 -0.5 0.10
H -1.998582 1.274815 3.635278 -0.4 0.2 -0.3 0.11
H -1.451556 0.442618 5.053076 -0.4 -0.3 0.5 0.12
H -0.194901 -1.015762 3.910205 0.2 -0.6 0.3 0.12
H 0.458440 0.187676 2.877781 0.5 0.2 -0.5 0.10
H -2.264685 -0.815015 2.559968 -0.3 -0.2 0.2 0.14
H -2.805775 1.160489 -3.469517 0.3 -0.5 -0.3 0.11
H -2.112846 2.669075 -2.867904 0.5 0.1 0.0 0.09
H -3.808999 2.905923 -4.462820 0.1 0.1 -0.6 0.13
H -4.995553 2.159431 -3.457187 -0.6 -0.3 0.2 0.11
H -2.859397 4.762705 -3.944866 0.2 -0.1 -0.5 0.11
H -4.097275 5.860195 -3.382977 -0.3 0.5 -0.3 0.12
H -2.602141 4.569782 -1.236865 0.1 -0.5 0.5 0.06
H -1.615573 5.623357 -2.226314 0.6 0.2 -0.1 0.07
H -3.019730 6.238548 -1.390518 -0.2 0.5 0.3 0.07
H 0.879879 0.592844 -1.812545 0.4 -0.3 0.3 0.10
H 1.141764 2.759904 -1.919155 0.5 0.3 0.3 0.08
H -0.564713 3.069292 -1.765942 -0.3 0.4 0.4 0.07
H 0.141047 2.726073 -3.320971 0.0 0.3 -0.6 0.09
H 0.541430 -0.019269 -3.816103 0.6 0.1 -0.5 0.12
H -0.929083 0.854879 -4.059359 -0.2 0.3 -0.5 0.09
H -2.168008 -0.933896 -2.931045 -0.5 0.1 0.2 0.07
H -0.697344 -1.612701 -2.327756 0.3 -0.4 0.4 0.07
H -1.063010 -1.696514 -4.018496 0.0 -0.4 -0.5 0.08
H 1.026638 -1.181899 0.962650 -0.1 -0.5 0.6 0.13
H 1.205830 -0.929423 -0.726060 0.0 -0.6 -0.5 0.12
H 1.723512 1.464274 -0.247046 0.0 0.7 -0.2 0.09
H 2.043320 1.022458 1.378552 -0.2 0.1 0.6 0.11
H 4.092017 0.940354 0.427459 0.4 0.6 0.1 0.11
H 3.528946 0.365648 -1.094092 0.2 0.0 -0.6 0.11
H 4.989748 -0.985390 0.582858 0.6 -0.1 0.4 0.11
H 3.503115 -1.499534 1.269601 -0.3 -0.2 0.6 0.10
H 3.523137 -1.806654 -1.617797 -0.2 0.1 -0.7 0.10
H 4.918490 -2.541697 -0.960908 0.7 0.0 -0.1 0.11
H 3.477282 -4.249813 -1.182236 0.1 -0.4 -0.6 0.11
H 2.105983 -3.449017 -0.577863 -0.7 0.2 0.1 0.09
H 3.894650 -5.164933 0.733334 0.3 -0.6 -0.1 0.11
H 4.237247 -3.643246 1.436429 0.6 0.3 0.3 0.11
H 2.658722 -5.108135 2.625895 0.1 -0.4 0.5 0.13
H 2.083611 -3.500761 2.427810 -0.3 0.6 0.1 0.12
H -0.765727 -6.133578 0.269810 0.2 -0.3 -0.4 0.09
H -1.848926 -5.627744 1.543157 -0.6 -0.1 0.2 0.09
H -1.237665 -4.462964 0.376145 -0.1 0.5 -0.3 0.08
```
Forces are in eV/Å.

Calculated values
- LUMO (eV) = -1.9
- E_HOMO (eV) = -11.99
- structure (SMILES) = CCCCNc1nc(N(Cl)CCOCC)n([C@H](C)CC)[n+]1CCCCCCCCOC(C)=O
- orbital gap (eV) = 10.085
- multiplicity = 1
- largest force on an atom (eV/Å) = 3.12
- total charge = +1
- electronic energy (eV) = -51757.913

***

(3)
DFT (ωB97M-V with the def2-TZVPD basis set) results for the molecule C4H10O2.

XYZ file:
```
16
Properties=species:S:1:pos:R:3:forces:R:3:lowdin_charge:R:1
C 1.301623 0.499884 0.385122 -0.9 0.2 1.0 -0.03
C -0.029671 -0.141767 -0.016003 1.1 0.1 -1.1 -0.67
C -0.842927 0.794601 -0.914576 0.1 -0.2 0.4 -0.03
C 0.236706 -1.496029 -0.712530 -0.4 0.5 0.5 -0.02
O -0.750694 -0.484259 1.136518 -0.4 1.4 2.0 -0.08
O -0.798032 0.778687 2.065853 -0.3 -2.1 -1.5 -0.02
H 1.891249 -0.181152 0.994972 0.1 -0.2 -0.1 0.09
H 1.876896 0.788078 -0.489170 0.0 0.4 0.1 0.09
H 0.986455 1.305601 1.087598 0.9 0.0 -1.0 0.09
H -0.313546 0.984809 -1.843821 0.1 0.0 -0.1 0.08
H -1.009921 1.739595 -0.402008 0.0 0.1 0.0 0.08
H -1.807047 0.345808 -1.139461 -0.1 -0.1 -0.1 0.08
H 0.769490 -2.161972 -0.037475 0.1 0.0 0.0 0.09
H -0.711421 -1.949075 -0.983608 -0.1 -0.2 -0.1 0.08
H 0.830570 -1.334122 -1.610452 0.0 0.0 0.0 0.09
H -1.629730 0.511313 2.479044 0.0 0.2 0.1 0.09
```
Forces are in eV/Å.

Calculated values
- LUMO (eV) = 0.8
- E_HOMO (eV) = -9.96
- structure (SMILES) = CC(C)(C)OO
- orbital gap (eV) = 10.782
- multiplicity = 1
- largest force on an atom (eV/Å) = 2.63
- electronic energy (eV) = -8402.317

***

(4)
DFT (ωB97M-V with the def2-TZVPD basis set) results for a cluster of 9 separate species, C35H56O27 in total.

XYZ file:
```
118
Properties=species:S:1:pos:R:3:forces:R:3:lowdin_charge:R:1
C 18.917733 -9.675115 -6.118424 0.0 0.2 0.3 -0.01
C 19.072128 -9.066100 -7.494395 -0.7 -0.6 0.7 -0.27
C 18.966605 -10.110024 -8.613020 1.7 0.2 -0.5 -0.10
O 17.953201 -9.632140 -9.491917 0.0 0.0 0.3 0.06
C 17.537979 -8.416197 -9.049798 0.4 -0.5 0.1 -0.57
O 16.920475 -7.650504 -9.698220 -0.7 0.4 -0.3 0.18
O 17.941942 -8.216155 -7.782513 0.4 0.3 0.2 0.08
H 19.861994 -10.091998 -5.760942 0.0 -0.1 -0.2 0.10
H 18.163515 -10.462122 -6.118448 -0.1 0.1 0.1 0.09
H 18.641440 -8.910357 -5.391475 -0.1 0.0 -0.1 0.08
H 19.974947 -8.456378 -7.489732 0.0 0.0 -0.5 0.16
H 18.839295 -11.127789 -8.252593 -0.7 0.1 0.0 0.10
H 19.903153 -10.133793 -9.179914 -0.1 0.0 0.0 0.14
C 17.289938 -17.002813 -8.440762 0.9 -0.1 0.9 0.00
C 17.118295 -16.974472 -6.929946 -1.1 0.0 0.1 -0.31
C 17.013602 -18.334085 -6.215188 0.2 0.0 -1.2 -0.08
O 17.863963 -18.208806 -5.082912 -0.1 0.1 0.1 0.09
C 18.605527 -17.080426 -5.195302 -0.8 -0.1 0.2 -0.55
O 19.439902 -16.729855 -4.431754 0.4 0.0 0.3 0.17
O 18.195959 -16.344722 -6.238340 0.3 0.1 -0.7 0.07
H 18.056084 -17.748408 -8.661937 -0.2 0.0 -0.4 0.10
H 17.662788 -16.029926 -8.757093 -0.1 0.0 -0.2 0.06
H 16.339849 -17.221613 -8.918160 0.0 -0.1 -0.1 0.10
H 16.207189 -16.398673 -6.720250 0.2 0.1 0.2 0.15
H 17.399753 -19.141324 -6.844176 0.0 0.0 0.0 0.13
H 15.971595 -18.555085 -5.997241 0.1 -0.1 0.6 0.13
C 16.712273 -12.736042 1.273356 0.9 -0.1 0.3 -0.03
C 15.893947 -13.816705 1.962047 -0.2 0.7 0.2 -0.32
C 14.929511 -14.609196 1.077439 1.0 0.4 0.0 -0.09
O 15.725030 -15.744222 0.733934 -0.1 0.0 0.0 0.06
C 16.720126 -15.897412 1.653457 -0.7 0.1 0.0 -0.56
O 17.401933 -16.853128 1.732667 0.5 -0.4 0.0 0.19
O 16.755834 -14.828400 2.484969 0.0 0.0 -0.1 0.08
H 17.256054 -12.194100 2.053332 -0.2 0.1 0.0 0.08
H 16.114634 -12.026780 0.711978 -0.2 0.0 -0.1 0.08
H 17.513885 -13.131496 0.646934 -0.3 -0.2 -0.3 0.09
H 15.400703 -13.313200 2.795639 -0.2 -0.4 0.1 0.15
H 14.729158 -14.035787 0.175723 -0.4 -0.2 -0.1 0.13
H 14.031925 -14.924357 1.603023 -0.1 0.0 -0.1 0.13
C 14.321577 -6.872044 -2.051599 -1.5 0.1 1.0 -0.04
C 15.383003 -7.206607 -3.038671 0.2 -0.2 0.2 -0.30
C 16.782763 -6.726096 -2.655389 0.1 0.6 -0.9 -0.08
O 17.616419 -7.861897 -2.910207 -0.2 0.3 0.4 0.06
C 16.842749 -8.952821 -3.117107 0.5 0.4 0.4 -0.58
O 17.312577 -10.027304 -3.290100 -0.1 -0.7 -0.2 0.15
O 15.547024 -8.645310 -3.049655 -0.2 0.1 -0.3 0.10
H 14.582688 -7.128958 -1.020787 0.4 0.0 -0.1 0.09
H 13.385095 -7.418740 -2.202290 0.2 -0.2 -0.5 0.09
H 13.988928 -5.832041 -2.034913 0.5 0.1 -0.3 0.09
H 15.136105 -6.882182 -4.048259 -0.1 -0.1 -0.1 0.16
H 16.822897 -6.331276 -1.639150 0.3 -0.6 0.2 0.13
H 17.129626 -5.936387 -3.322489 -0.1 0.0 0.1 0.14
C 19.462095 -12.373532 -3.023495 0.3 -1.0 0.4 -0.01
C 19.468458 -13.332960 -4.202678 0.3 0.1 0.7 -0.28
C 18.216802 -13.340282 -5.092424 0.4 0.0 1.1 -0.08
O 18.767049 -13.246221 -6.399601 -0.7 0.2 -0.3 0.04
C 20.077413 -12.915998 -6.355392 0.1 -0.6 0.7 -0.57
O 20.715329 -12.647267 -7.322707 0.2 0.2 -0.2 0.15
O 20.547095 -12.993941 -5.096278 -0.3 0.3 -0.7 0.10
H 20.171696 -12.742813 -2.278699 0.2 0.1 -0.1 0.06
H 18.498679 -12.469642 -2.522776 -0.2 0.5 -0.1 0.09
H 19.741436 -11.355848 -3.278495 -0.4 0.1 -0.2 0.08
H 19.692637 -14.335661 -3.838395 -0.2 0.0 -0.2 0.12
H 17.526618 -12.526947 -4.846853 0.3 0.3 -0.4 0.12
H 17.662682 -14.258924 -4.904745 0.1 -0.2 -0.6 0.12
C 16.389635 -13.286620 -9.805282 0.2 0.2 0.5 -0.01
C 17.657867 -13.130099 -10.601928 0.5 0.1 0.4 -0.30
C 18.961268 -13.534550 -9.873963 0.3 0.5 -0.4 -0.09
O 19.611108 -14.401344 -10.812834 -0.3 -0.5 0.8 0.08
C 18.760065 -14.742574 -11.794651 0.1 1.2 -0.2 -0.59
O 19.008754 -15.512556 -12.650126 0.1 -0.9 -0.6 0.17
O 17.642741 -13.978175 -11.763154 -0.1 0.0 0.5 0.09
H 16.520251 -12.794943 -8.834977 0.0 0.2 -0.1 0.09
H 16.179914 -14.328610 -9.563965 -0.1 -0.1 -0.3 0.08
H 15.571786 -12.790549 -10.321327 -0.2 -0.3 0.0 0.09
H 17.767747 -12.087138 -10.899012 -0.2 0.0 -0.4 0.14
H 18.831753 -13.954977 -8.874593 -0.1 -0.5 -0.3 0.11
H 19.654377 -12.708014 -9.736514 -0.2 0.2 0.0 0.11
C 22.366231 -16.014578 -2.705969 -1.5 -0.6 -1.4 -0.04
C 21.483814 -15.363145 -1.655749 0.9 0.4 -0.2 -0.20
O 21.292850 -16.188007 -0.507020 -0.5 -0.1 0.0 0.06
C 22.248528 -16.149891 0.406278 0.6 0.3 -0.3 -0.63
O 23.246211 -15.476517 0.349405 0.1 0.0 0.0 0.12
O 21.947701 -17.000990 1.369524 -0.3 -0.7 0.3 0.01
C 23.011165 -17.301831 2.274440 0.0 0.3 0.2 -0.03
H 22.596233 -15.311536 -3.512125 0.6 0.3 0.5 0.07
H 21.724455 -16.695170 -3.284774 0.2 -0.4 0.4 0.06
H 23.227091 -16.579534 -2.369134 0.2 0.4 0.3 0.09
H 20.478881 -15.193626 -2.031882 0.0 0.0 -0.1 0.11
H 21.949897 -14.413389 -1.385897 -0.3 0.0 0.4 0.10
H 22.666288 -18.077229 2.952156 -0.3 0.0 -0.2 0.09
H 23.239816 -16.413028 2.861849 0.3 0.0 -0.1 0.10
H 23.876067 -17.668000 1.724426 0.1 0.2 0.0 0.10
C 24.018262 -11.936625 -1.160112 0.5 -0.1 -0.2 -0.04
C 23.677612 -11.518833 -2.596563 -0.3 0.2 1.3 -0.20
O 23.984262 -12.616028 -3.445813 0.1 -0.6 0.0 0.03
C 24.058327 -12.440299 -4.770797 -0.5 1.0 0.6 -0.62
O 24.084563 -11.371882 -5.325674 0.1 0.0 -0.1 0.12
O 24.070314 -13.627678 -5.334910 0.5 -0.7 -0.2 0.00
C 24.512847 -13.660361 -6.703326 0.2 -0.1 0.3 -0.01
H 23.759602 -12.980615 -0.988599 0.2 0.0 0.1 0.07
H 23.558206 -11.359221 -0.358335 -0.4 0.3 -0.4 0.06
H 25.085876 -11.762888 -1.008869 0.1 -0.5 0.0 0.08
H 24.289249 -10.643726 -2.807037 -0.3 0.1 -0.6 0.12
H 22.600474 -11.329154 -2.646123 0.2 0.3 -0.4 0.12
H 25.316301 -12.938365 -6.832758 -0.3 0.3 -0.2 0.10
H 23.651739 -13.502342 -7.345220 0.2 0.2 -0.2 0.09
H 24.952265 -14.642688 -6.857805 -0.3 -0.1 0.0 0.09
O 22.121490 -12.493822 1.960463 0.3 -0.4 0.2 0.19
C 21.484020 -11.582584 1.579533 -0.6 0.5 -0.7 -0.57
O 20.596103 -11.620787 0.534798 -0.2 -0.3 0.5 0.03
C 19.787783 -10.446982 0.599116 0.5 0.8 -0.6 -0.12
C 20.775223 -9.455653 1.223365 -0.5 -0.1 -0.8 -0.12
O 21.515615 -10.323065 2.075695 0.4 0.5 0.4 0.06
H 19.539143 -10.172518 -0.423597 -0.2 0.0 0.0 0.13
H 18.876962 -10.581153 1.184131 0.1 -0.3 0.1 0.11
H 20.343587 -8.602322 1.738941 -0.1 -0.4 0.5 0.13
H 21.392050 -9.015784 0.432441 0.4 -0.3 0.1 0.13
```
Forces are in eV/Å.

Calculated values
- LUMO (eV) = -0.2
- E_HOMO (eV) = -10.16
- structure (SMILES) = C[C@H]1COC(=O)O1.C[C@H]1COC(=O)O1.C[C@H]1COC(=O)O1.C[C@H]1COC(=O)O1.C[C@H]1COC(=O)O1.C[C@H]1COC(=O)O1.CCOC(=O)OC.CCOC(=O)OC.O=C1OCCO1
- orbital gap (eV) = 9.985
- multiplicity = 1
- largest force on an atom (eV/Å) = 2.21
- electronic energy (eV) = -92487.225

***

(5)
DFT (ωB97M-V with the def2-TZVPD basis set) results for the molecule C8H6N4O2S.

XYZ file:
```
21
Properties=species:S:1:pos:R:3:forces:R:3:lowdin_charge:R:1
C -1.339823 1.756092 0.253323 1.3 -2.8 -0.2 -0.05
C -2.094849 1.006938 -0.644408 2.4 -0.1 1.3 -0.05
C -0.153121 1.244861 0.777578 0.5 1.6 1.5 -0.03
C -1.654108 -0.250260 -1.063192 -1.2 1.1 -0.3 -0.03
C 3.328677 -3.099956 -0.650392 0.4 -1.7 -1.3 -0.19
C 0.261365 -0.008629 0.428242 -0.1 -1.2 -1.5 -0.23
C -0.492933 -0.743772 -0.506024 0.9 -1.1 -0.5 -0.19
C 2.209764 -1.368475 0.177956 0.4 -1.6 -1.7 -0.14
N 3.205929 -2.115755 0.285267 -0.8 1.5 1.1 0.12
N 2.463075 -3.157077 -1.619264 0.7 -1.4 0.9 -0.03
N 1.537653 -2.252938 -1.696652 -0.2 2.8 2.5 -0.09
N 1.518245 -0.486330 0.884954 -1.6 0.8 -0.4 0.13
O -0.856555 -3.031421 -1.778168 -1.6 -0.3 -2.1 -0.28
O 0.125747 -3.127638 0.389113 0.7 0.5 -0.2 -0.30
S 0.041187 -2.440140 -0.882513 0.7 -0.5 1.9 0.63
H -1.508387 2.662676 0.682309 -1.5 2.7 0.4 0.08
H -2.937497 1.413454 -1.053127 -2.2 0.9 -1.0 0.08
H 0.438744 1.921802 1.536591 -1.0 -1.6 -1.6 0.16
H -2.340874 -0.645155 -1.841027 1.2 -0.7 0.7 0.14
H 4.123543 -3.892220 -0.530287 -1.0 1.3 -0.4 0.14
H 1.841779 0.324250 1.357738 1.9 0.0 0.9 0.14
```
Forces are in eV/Å.

Calculated values
- LUMO (eV) = -0.4
- E_HOMO (eV) = -9.14
- orbital gap (eV) = 8.790
- multiplicity = 1
- largest force on an atom (eV/Å) = 3.76
- electronic energy (eV) = -29278.954